No. 1
Entry from OMol25: a cluster of 2 separate species, C10H21N3O3 in total (ωB97M-V with the def2-TZVPD basis set).

XYZ file:
```
37
Properties=species:S:1:pos:R:3:forces:R:3:nbo_charge:R:1
C 3.4632 0.2806 -1.4713 0.241 0.086 0.036 -0.632
C 2.0762 0.8114 -1.1649 -0.095 -0.080 0.115 -0.221
N 1.1419 0.5068 -2.2575 0.160 -0.066 0.235 -0.447
N -0.1884 0.2844 -1.7696 0.015 0.066 -1.053 -0.498
C -1.0795 1.3067 -2.0913 0.248 0.593 0.107 0.881
O -0.7881 2.4623 -2.2617 -0.195 -0.515 0.228 -0.596
O -2.3439 0.8154 -2.0819 0.036 -0.030 0.281 -0.547
C -3.3036 1.6944 -1.4684 -0.145 0.206 -0.163 -0.087
C -4.6586 1.0032 -1.3142 0.163 -0.088 0.058 0.072
C -4.5748 -0.5035 -1.0482 -0.383 0.088 -0.062 -0.646
O -5.4939 1.3158 -2.4261 -0.015 -0.093 -0.025 -0.716
H 3.5160 -0.8068 -1.3673 -0.072 0.031 -0.095 0.200
H 4.1796 0.6946 -0.7612 -0.042 -0.056 -0.054 0.244
H 3.7968 0.5583 -2.4745 -0.120 0.007 0.011 0.210
H 2.1131 1.8918 -1.0107 -0.113 -0.025 -0.073 0.197
H 1.7005 0.3566 -0.2406 0.070 0.059 0.041 0.167
H 1.4486 -0.3555 -2.6919 -0.108 -0.006 -0.032 0.345
H -0.5554 -0.5960 -2.1134 -0.024 -0.076 0.389 0.377
H -3.4399 2.5792 -2.0921 0.024 -0.041 0.068 0.216
H -2.9182 2.0211 -0.4980 0.053 -0.155 -0.016 0.181
H -5.1316 1.4698 -0.4440 -0.070 0.093 -0.181 0.176
H -5.4646 -0.9793 -1.4714 0.028 0.027 0.109 0.214
H -3.7003 -0.9629 -1.5007 0.037 0.023 0.069 0.224
H -4.6025 -0.7015 0.0240 0.224 -0.071 -0.056 0.220
H -5.5212 0.5672 -3.0293 0.093 0.023 0.006 0.468
C 2.5226 -2.7039 3.3732 0.008 0.013 0.029 -0.614
C 2.2304 -1.3495 4.0075 0.010 -0.133 -0.007 -0.378
C 2.1578 -0.2153 2.9789 0.038 -0.072 0.088 -0.513
C 3.4227 -0.0599 2.2587 0.352 0.136 -0.237 0.296
N 4.4246 0.0612 1.7045 -0.357 -0.087 0.264 -0.344
H 3.4941 -2.7073 2.8775 -0.007 0.021 -0.024 0.218
H 2.5348 -3.4878 4.1299 -0.011 -0.008 -0.005 0.218
H 1.7628 -2.9628 2.6331 0.000 -0.003 -0.006 0.203
H 2.9981 -1.1157 4.7468 -0.007 0.039 0.003 0.210
H 1.2781 -1.3898 4.5387 -0.011 0.061 -0.008 0.209
H 1.9282 0.7337 3.4642 -0.018 0.019 -0.025 0.252
H 1.3714 -0.4122 2.2476 -0.006 0.015 -0.016 0.243
```
Forces are in eV/Å.

Results
Frontier orbital gap = 9.62 eV
HOMO energy = -9.11 eV
SMILES = CCNNC(=O)OC[C@H](C)O.CCCC#N
2S+1 = 1
Electronic energy = -783.5789 a.u.
Energy above the lowest of the compared OMol25 structures with the same formula, charge and spin = 2.4972 eV


No. 2
Entry from OMol25: an isolated molecule of C10H21N3O4 (ωB97M-V with the def2-TZVPD basis set).

XYZ file:
```
38
Properties=species:S:1:pos:R:3:forces:R:3:nbo_charge:R:1
C 1.0338 2.3192 0.0649 0.072 0.210 0.515 -0.162
C 0.0659 1.1480 0.4253 1.990 -4.877 -0.224 0.673
C 2.1729 1.7523 -0.9159 2.809 0.348 0.322 -0.394
C 2.5304 0.1878 -1.0719 0.499 4.066 0.203 -0.418
C 3.5660 -0.1353 -0.0383 2.150 -1.835 1.903 -0.447
C 3.9430 -1.5860 -0.2459 0.181 -4.511 0.811 -0.231
C -1.9247 -0.1543 0.1495 -1.170 1.918 -0.888 -0.218
C -1.4821 -1.5754 0.1889 0.026 -3.853 1.680 0.807
C -3.3015 0.0259 -0.5461 -3.227 -0.384 -0.127 0.115
C -4.6190 -0.4808 0.2402 -0.438 1.073 -0.934 -0.639
H 1.4389 2.0394 2.1568 0.847 2.813 -2.960 0.381
H 0.8104 3.5732 1.7582 1.629 -1.267 -1.186 0.354
H 0.5591 3.1827 -0.4777 0.095 -1.056 0.444 0.211
H 1.9803 2.1459 -1.9729 0.339 -0.179 1.605 0.212
H 3.3403 2.1210 -0.4598 -3.844 -0.183 -1.547 0.239
H 1.6531 -0.3941 -1.1435 -0.672 -0.996 0.523 0.210
H 3.0292 0.1373 -2.0346 0.015 -0.089 -0.271 0.209
H 3.2074 -0.0627 1.0856 0.672 0.342 -2.258 0.227
H 4.6507 0.3458 -0.1479 -2.693 0.048 0.072 0.225
H 4.9894 -1.9672 0.1385 -2.055 1.172 0.108 0.193
H 4.0640 -1.9445 -1.2832 -0.368 0.865 -0.055 0.187
H 2.4061 -1.9903 1.0610 -0.212 -1.041 -0.668 0.350
H 2.1091 -2.8544 -0.3655 0.833 0.714 0.808 0.363
H -1.3472 1.5742 -0.9814 -0.143 -1.244 0.503 0.424
H -2.0259 0.2812 1.1518 -0.323 -1.031 0.203 0.252
H -3.4887 -0.4162 -1.5600 1.360 -0.215 0.802 0.184
H -4.3761 1.5311 -1.3578 2.336 -0.284 1.735 0.486
H -4.9605 0.2330 1.0024 0.843 -0.265 0.320 0.220
H -4.8087 -1.5051 0.5537 0.995 -0.067 0.161 0.244
H -5.4490 -0.3291 -0.4766 0.420 -0.071 -0.237 0.194
H -0.1835 -1.1901 -1.2118 0.318 -0.761 1.044 0.485
N 1.5718 2.9072 1.3538 -2.431 -2.230 2.911 -0.822
N 2.8347 -2.6056 0.3412 1.291 2.193 -0.441 -0.855
N -0.9724 0.7380 -0.4829 1.814 2.824 0.562 -0.655
O 0.4600 0.2281 1.2421 -1.722 4.273 -1.913 -0.626
O -2.1842 -2.3908 0.8335 3.473 2.636 -2.846 -0.533
O -3.5392 1.4500 -0.7587 -1.407 -0.218 -1.230 -0.750
O -0.1796 -1.8869 -0.4950 -4.302 1.161 0.549 -0.697
```
Forces are in eV/Å.

Results
Frontier orbital gap = 8.88 eV
HOMO energy = -8.72 eV
SMILES = C[C@@H](O)[C@H](NC(=O)[C@@H](N)CCCCN)C(=O)O
2S+1 = 1
Electronic energy = -858.7139 a.u.
Energy above the lowest of the compared OMol25 structures with the same formula, charge and spin = 5.3616 eV


No. 3
Entry from OMol25: an isolated molecule of C10H21NO2 (ωB97M-V with the def2-TZVPD basis set).

XYZ file:
```
34
Properties=species:S:1:pos:R:3:forces:R:3:nbo_charge:R:1
C -2.6405 3.6978 -2.1891 -0.017 -0.190 0.175 -0.598
C -2.0288 2.4591 -1.5450 0.166 0.181 -0.176 -0.395
C -0.6784 2.1122 -2.1669 -0.225 -0.406 0.252 -0.403
H 0.0179 2.9423 -2.0160 0.086 0.039 -0.057 0.192
H -0.8177 1.9913 -3.2463 0.050 0.034 -0.014 0.194
C -0.0508 0.8183 -1.6125 -0.014 0.411 -0.007 -0.043
N 1.0343 0.3154 -2.4446 0.145 -0.140 -0.177 -0.838
H 1.7682 1.0135 -2.5150 -0.019 -0.022 -0.073 0.349
H 0.7019 0.1210 -3.3828 0.086 0.054 0.036 0.357
H -0.8207 0.0384 -1.6020 -0.023 0.059 0.032 0.180
C 0.4899 1.0188 -0.1933 -0.019 -0.382 -0.162 -0.397
C 1.0017 -0.2794 0.4335 -0.276 0.155 0.118 -0.407
C -0.1297 -1.1710 0.9417 0.353 -0.128 -0.093 -0.389
C 0.3580 -2.5273 1.4467 -0.152 0.130 0.196 -0.389
C 1.2433 -2.4189 2.6855 -0.128 -0.157 -0.251 -0.518
C 1.4720 -3.7573 3.3366 -0.051 -0.133 -0.010 0.800
O 0.8571 -4.7668 3.1265 -0.113 -0.102 -0.076 -0.596
O 2.4725 -3.7029 4.2312 0.480 0.216 0.362 -0.690
H 2.5951 -4.5683 4.6521 -0.241 0.034 -0.217 0.495
H 2.2163 -1.9847 2.4551 -0.008 0.059 0.085 0.233
H 0.7672 -1.7788 3.4339 0.066 0.049 0.046 0.231
H 0.9100 -3.0338 0.6533 -0.026 -0.084 -0.033 0.205
H -0.5020 -3.1515 1.6969 0.068 -0.050 -0.055 0.222
H -0.6658 -0.6561 1.7433 -0.105 0.037 0.020 0.190
H -0.8379 -1.3455 0.1309 -0.112 0.019 0.000 0.201
H 1.6628 -0.0274 1.2644 0.096 -0.039 0.019 0.194
H 1.5815 -0.8160 -0.3181 0.104 -0.040 0.053 0.223
H -0.2895 1.4446 0.4394 0.000 0.117 0.058 0.202
H 1.3110 1.7385 -0.2443 -0.014 0.147 -0.030 0.197
H -2.7083 1.6125 -1.6683 -0.016 -0.057 0.074 0.194
H -1.9105 2.6357 -0.4748 -0.051 -0.069 0.058 0.195
H -2.7949 3.5392 -3.2544 -0.026 0.033 -0.117 0.200
H -1.9844 4.5565 -2.0631 0.035 0.123 -0.020 0.201
H -3.6008 3.9305 -1.7348 -0.099 0.103 -0.018 0.208
```
Forces are in eV/Å.

Results
Frontier orbital gap = 10.05 eV
HOMO energy = -9.20 eV
SMILES = CCC[C@@H](N)CCCCCC(=O)O
2S+1 = 1
Electronic energy = -598.8958 a.u.
Energy above the lowest of the compared OMol25 structures with the same formula, charge and spin = 0.0000 eV


No. 4
Entry from OMol25: a structure of composition C10H22 (ωB97M-V with the def2-TZVPD basis set).

XYZ file:
```
32
Properties=species:S:1:pos:R:3:forces:R:3:nbo_charge:R:1
C -0.8344 0.2814 1.7733 -3.077 0.680 -0.612 -0.124
C 0.5157 0.7196 2.2722 0.930 1.952 0.738 -0.604
C -0.9690 -1.1763 1.3446 -0.727 -0.874 -1.579 -0.633
C -1.4383 1.0769 0.5765 4.061 3.180 0.559 -0.616
C -1.8331 0.8018 2.8340 2.460 -0.779 1.449 -0.611
C 1.4191 -1.5059 -1.5797 1.564 -1.105 4.734 -0.438
C 0.0339 -1.1167 -1.8913 -4.461 -1.992 0.540 -0.433
C -0.0529 0.2893 -2.5191 0.462 -2.076 -1.842 -0.427
C 1.3781 0.8156 -2.2772 -1.064 0.754 3.340 -0.411
C 2.3160 -0.3843 -2.0801 4.616 -0.736 -3.092 -0.412
H 0.9692 -0.3013 2.7912 -0.326 3.191 -1.345 0.244
H 1.1488 1.3808 1.3324 -1.331 -2.429 3.115 0.225
H 0.1348 1.6325 3.2121 2.413 -2.788 -2.819 0.202
H -2.0347 -1.6187 1.0893 1.844 1.687 -0.431 0.217
H -0.1490 -1.4990 0.6285 -1.412 0.811 0.335 0.227
H -0.7859 -1.8981 2.0388 0.931 -1.549 3.198 0.210
H -2.3676 0.7678 0.1316 -0.252 -0.154 0.146 0.225
H -0.5750 1.0873 -0.1136 -0.854 -0.163 -0.582 0.205
H -1.3919 2.2078 0.9378 -0.819 -2.108 -1.022 0.202
H -1.4726 1.8895 2.9554 -2.351 -1.117 -0.747 0.219
H -2.7455 0.3045 2.5581 -1.264 1.192 0.259 0.221
H -1.5294 0.4831 3.8324 -0.275 -0.763 0.246 0.191
H 1.5049 -1.3093 -0.4459 -0.067 -0.647 -1.021 0.193
H 1.6353 -2.6899 -1.6106 -0.025 2.991 -0.686 0.234
H -0.7369 -1.2048 -1.0059 1.892 0.316 -1.535 0.222
H -0.3843 -1.9577 -2.5167 0.130 1.200 -0.126 0.201
H -0.9115 0.8760 -2.0620 1.211 -0.558 -1.262 0.235
H -0.1321 -0.0775 -3.6501 -0.317 1.969 1.936 0.211
H 1.3926 1.3401 -1.1846 -0.242 -1.184 -2.109 0.181
H 1.5981 1.6601 -2.8735 0.839 0.421 -1.139 0.228
H 3.2523 0.0067 -1.5101 -1.949 -1.114 0.048 0.224
H 3.0454 -0.8811 -2.9879 -2.538 1.790 1.306 0.194
```
Forces are in eV/Å.

Results
Frontier orbital gap = 10.39 eV
HOMO energy = -9.61 eV
2S+1 = 1
Electronic energy = -393.9736 a.u.
Energy above the lowest of the compared OMol25 structures with the same formula, charge and spin = 6.8553 eV